<a>
The following is a DFT calculation (the ωB97M-V functional and the def2-TZVPD basis) of an isolated molecule of C27H36N4O4.

Geometry as XYZ:
```
71
Properties=species:S:1:pos:R:3:mulliken_charge:R:1
H 0.040 0.911 -5.359 0.37
H 1.465 -2.931 -4.801 0.35
H 2.944 2.921 0.287 0.06
O -5.779 -3.435 4.711 -0.12
H -1.535 -2.495 -5.141 0.31
C -0.462 -0.096 1.416 -0.55
C 2.161 0.621 0.772 -2.49
O -1.523 -2.344 2.686 -0.65
C 0.337 3.129 -1.441 -0.88
C 3.740 1.356 4.128 -0.67
H -3.900 -6.069 5.475 0.31
O 2.885 1.027 -2.717 -0.72
H 2.015 4.979 -0.248 0.34
C 3.455 0.776 2.906 -0.80
H -4.194 -0.658 2.720 0.26
H 3.234 2.903 5.521 0.40
O -1.095 0.967 -0.625 -0.79
H 0.191 -3.854 -4.001 0.36
H 0.068 0.300 2.281 0.27
N -5.456 -2.315 4.016 -0.70
C -1.959 -0.188 1.700 -1.18
N 1.064 1.205 0.023 0.71
C -0.174 -1.116 -6.076 -0.74
N 0.680 0.544 -2.783 0.16
H 1.962 -0.442 0.942 0.89
H -0.595 -1.804 -2.849 0.28
H 1.447 3.992 -3.070 0.29
N -3.590 -1.438 2.935 -0.09
H -1.235 -0.015 -4.557 0.31
C 0.450 -2.873 -4.403 -0.87
H -0.459 -3.240 -6.325 0.33
C 2.440 1.283 2.104 0.97
C 2.308 4.420 -1.138 -0.79
H -2.306 0.695 2.238 0.34
H -0.877 -0.846 -6.866 0.36
C -0.222 -0.072 -4.964 -0.67
H -0.433 2.740 -2.100 0.26
H -0.143 3.464 -0.520 0.39
H 1.774 -0.435 -4.212 0.46
H -5.134 -5.355 6.534 0.31
H -0.211 0.661 -2.312 0.26
C 3.012 2.451 4.566 -0.48
H 0.828 -1.135 -6.510 0.34
H 0.924 2.786 1.934 0.39
C 0.405 -1.832 -3.289 -0.61
H 3.057 0.671 0.147 0.74
C 1.715 2.381 2.549 0.44
H -5.619 -6.143 5.036 0.30
H -2.665 -4.028 3.983 0.45
H 4.023 -0.077 2.565 0.44
H 3.145 4.937 -1.603 0.36
C -4.198 -2.440 3.660 0.42
C 2.665 2.976 -0.761 -0.61
H -0.097 -1.112 1.233 0.27
C -4.709 -4.246 4.779 -0.01
H 1.428 3.814 4.107 0.42
H 4.532 0.953 4.742 0.40
C 1.754 1.178 -2.296 -0.39
C -4.844 -5.534 5.500 -1.18
C 0.744 -0.444 -3.839 -0.53
C -0.513 -2.498 -5.526 -0.61
H 1.115 -2.093 -2.501 0.40
C 2.000 2.961 3.773 -0.93
C 1.113 4.277 -2.071 -0.75
C -2.297 -1.438 2.486 0.70
C 1.430 2.103 -1.090 1.22
H 0.520 5.188 -2.146 0.47
H 3.502 2.618 -1.364 0.38
C -0.197 0.745 0.177 0.74
H -2.491 -0.224 0.744 0.42
C -3.660 -3.668 4.126 0.17
```

The net charge is 0.

<b>
The following is a DFT calculation (the ωB97M-V functional and the def2-TZVPD basis) of an isolated molecule of C27H36N4O4.

Geometry as XYZ:
```
71
Properties=species:S:1:pos:R:3:mulliken_charge:R:1
H 3.500 2.427 -3.411 0.54
H -7.314 -3.413 -0.765 0.31
H -2.763 3.655 2.624 0.37
H -0.271 0.829 -2.332 0.29
H 0.222 5.844 1.978 0.33
C 2.703 2.201 -2.704 -0.60
H 1.406 -2.565 1.207 0.40
O -2.594 -3.715 1.455 -0.67
C 3.896 -1.162 0.885 0.18
N 0.498 2.555 -0.423 0.20
H 1.591 1.473 -4.426 0.42
H -7.891 -1.735 -0.812 0.30
O -5.363 -0.754 -1.194 -0.25
C -4.815 -2.524 0.011 -0.20
C 1.346 1.549 -0.160 -1.10
H 3.244 -0.319 1.063 0.43
C 2.487 -1.829 -1.121 -2.28
C 1.392 1.819 -3.412 -0.65
C 3.655 -2.022 -0.177 1.23
H -0.111 2.481 -1.221 0.44
C 0.043 3.458 0.617 -0.69
H -1.083 3.935 3.090 0.37
C -5.783 -1.958 -0.763 0.20
H 0.212 -3.110 0.022 0.34
C 0.433 -2.339 0.766 -0.60
C 4.980 -1.379 1.720 -0.94
C -1.865 5.396 1.718 -0.69
C 5.828 -2.451 1.503 -0.44
H 6.672 -2.617 2.156 0.39
H 3.721 1.234 -1.016 0.38
C -7.129 -2.424 -1.174 -1.19
C 4.509 -3.098 -0.390 -0.88
H 3.502 0.221 -2.449 0.55
H 2.871 -1.609 -2.121 0.60
H -4.808 -3.468 0.511 0.44
H 4.323 -3.772 -1.215 0.44
H -2.612 5.442 0.922 0.30
H -0.644 -1.418 2.392 0.37
H 0.937 5.195 -0.300 0.31
N -4.115 -0.509 -0.712 -0.42
O -0.307 -0.106 0.270 -0.92
O 1.984 1.463 0.872 -0.77
C -0.641 -2.372 1.863 -1.19
H 1.939 -2.773 -1.206 0.63
H 2.551 3.077 -2.074 0.15
H 6.248 -4.151 0.269 0.40
C -0.511 5.837 1.169 -0.76
C -0.040 4.884 0.074 -0.56
C 0.781 0.683 -2.575 -1.40
H 5.158 -0.704 2.543 0.47
H -7.199 -2.461 -2.260 0.31
C -1.785 3.970 2.254 -0.87
C 3.043 0.994 -1.833 -1.23
H -1.230 1.999 1.544 -0.01
H -1.957 -0.771 0.511 0.12
C -3.775 -1.553 0.009 0.45
H 0.726 2.677 -3.486 0.34
H 0.849 -0.263 -3.117 0.51
C 1.662 0.565 -1.320 2.04
N 1.568 -0.781 -0.744 0.58
C -1.317 3.016 1.161 -0.29
H -2.045 3.004 0.346 0.34
C 5.591 -3.311 0.444 -0.60
C -2.032 -2.652 1.309 0.65
H 0.790 3.405 1.415 0.47
H -0.408 -3.171 2.567 0.40
H -0.747 4.910 -0.760 0.33
H -0.582 6.851 0.771 0.39
H -2.181 6.076 2.512 0.36
C 0.526 -0.989 0.082 0.99
N -2.557 -1.590 0.639 0.15
```

The net charge is 0.

Ranked by calculated energy, most stable first: <b>, <a>.

<a>
The following is a DFT calculation (the ωB97M-V functional and the def2-TZVPD basis) of a structure of composition C2H2ClI.

Geometry as XYZ:
```
6
Properties=species:S:1:pos:R:3:mulliken_charge:R:1
C -1.614 -1.028 -0.185 -0.21
I -2.609 0.832 -0.171 0.01
Cl 0.081 -0.986 -0.119 0.19
C 1.239 0.190 -0.040 -0.53
H 0.745 1.191 0.350 0.19
H 2.159 -0.199 0.164 0.34
```

The net charge is 0.

<b>
The following is a DFT calculation (the ωB97M-V functional and the def2-TZVPD basis) of a structure of composition C2H2ClI.

Geometry as XYZ:
```
6
Properties=species:S:1:pos:R:3:mulliken_charge:R:1
H 0.545 -0.472 -0.487 0.26
Cl -1.998 -1.813 -1.616 -0.06
I -3.636 0.329 0.891 -0.08
H -0.406 0.695 0.566 0.23
C -1.525 -0.611 -0.605 0.02
C -0.416 -0.108 -0.149 -0.37
```

The net charge is 0.

Ranked by calculated energy, most stable first: <b>, <a>.

<a>
The following is a DFT calculation (the ωB97M-V functional and the def2-TZVPD basis) of a cluster of 2 separate species, C3H8N in total.

Geometry as XYZ:
```
12
Properties=species:S:1:pos:R:3:mulliken_charge:R:1
H 0.987 -1.562 -0.211 0.30
H -2.011 0.438 -0.864 0.30
H -0.573 -2.085 -1.109 0.30
C 0.340 -1.472 -0.990 -0.47
C 0.825 0.633 0.966 -0.71
H 0.855 1.613 1.336 0.38
H 0.559 -0.840 -1.724 0.41
H -1.890 1.675 0.555 0.25
N -0.317 0.324 0.173 -0.18
H 1.599 0.456 0.135 0.31
C -1.433 0.822 -0.114 -0.17
H 1.058 -0.001 1.847 0.29
```

The net charge is +1.

<b>
The following is a DFT calculation (the ωB97M-V functional and the def2-TZVPD basis) of the ion C3H8N with charge +1.

Geometry as XYZ:
```
12
Properties=species:S:1:pos:R:3:mulliken_charge:R:1
C 0.826 -1.130 -0.494 -1.21
C 0.064 -0.035 0.168 0.69
H 0.903 -1.031 -1.579 0.37
H -0.836 0.332 -1.681 0.38
C -0.044 0.268 1.445 -0.87
N -0.686 0.856 -0.819 -0.32
H -0.141 1.698 -1.009 0.35
H 1.850 -1.176 -0.123 0.33
H -0.552 1.147 1.797 0.29
H 0.519 -0.367 2.107 0.29
H -1.581 1.150 -0.427 0.38
H 0.410 -2.132 -0.331 0.31
```

The net charge is +1.

Ranked by calculated energy, most stable first: <b>, <a>.

<a>
The following is a DFT calculation (the ωB97M-V functional and the def2-TZVPD basis) of the ion C3H8N with charge +1.

Geometry as XYZ:
```
12
Properties=species:S:1:pos:R:3:mulliken_charge:R:1
H -1.324 -0.346 -0.926 0.32
C -0.840 -1.633 0.507 -0.06
H 1.897 0.306 -0.554 0.33
N -0.812 -0.502 -0.060 -0.01
H 1.385 2.007 -0.484 0.32
H -0.704 1.474 0.600 0.34
C 1.054 0.987 -0.651 -1.03
H -0.288 -1.812 1.421 0.24
C -0.025 0.651 0.392 -0.33
H 0.629 0.947 -1.658 0.35
H -1.420 -2.437 0.077 0.28
H 0.446 0.358 1.336 0.25
```

The net charge is +1.

<b>
The following is a DFT calculation (the ωB97M-V functional and the def2-TZVPD basis) of the ion C3H8N with charge +1.

Geometry as XYZ:
```
12
Properties=species:S:1:pos:R:3:mulliken_charge:R:1
H 0.034 -1.676 -0.162 0.32
H 1.833 -0.194 1.094 0.31
H 1.649 -0.276 -1.350 0.31
H -1.943 -0.963 0.733 0.35
H 0.813 1.297 -1.382 0.27
C -1.461 -0.190 0.225 -1.10
H -2.139 0.030 -0.661 0.28
H -1.479 0.806 0.772 0.28
C -0.011 -0.541 -0.090 0.30
N 1.071 0.224 0.566 -0.31
H 0.693 1.186 1.142 0.38
C 0.942 0.296 -0.888 -0.39
```

The net charge is +1.

Ranked by calculated energy, most stable first: <a>, <b>.

<a>
The following is a DFT calculation (the ωB97M-V functional and the def2-TZVPD basis) of an isolated molecule of C9H7ClO3.

Geometry as XYZ:
```
20
Properties=species:S:1:pos:R:3:mulliken_charge:R:1
C -1.474 0.314 -0.842 -0.31
Cl 4.010 1.158 -0.606 -0.18
H -1.576 1.880 2.101 0.43
H 4.393 -1.399 0.348 0.40
C -1.977 1.226 0.102 -0.59
H -2.124 0.116 -1.709 0.33
O 3.831 -1.866 -0.270 -0.56
H 0.076 -1.258 -1.380 0.15
H 2.006 -2.077 -0.982 0.23
H -2.860 1.876 -0.032 0.36
H 0.601 0.876 2.277 0.48
C 2.684 0.164 -1.166 0.58
O 2.170 -0.897 1.863 -0.51
C 0.503 -0.065 0.438 0.71
O 1.975 0.535 -2.056 -0.42
C 2.607 -1.204 -0.490 -0.11
C -0.037 0.759 1.463 -0.82
C -1.218 1.399 1.266 -0.38
C -0.321 -0.386 -0.704 -0.10
C 1.788 -0.733 0.771 0.31
```

The net charge is 0.

<b>
The following is a DFT calculation (the ωB97M-V functional and the def2-TZVPD basis) of an isolated molecule of C9H7ClO3.

Geometry as XYZ:
```
20
Properties=species:S:1:pos:R:3:mulliken_charge:R:1
H -3.518 -0.224 -0.631 0.29
Cl 3.464 -2.766 -0.101 -0.19
H -2.115 -1.357 1.388 0.39
H 2.389 0.178 1.885 0.41
C -1.734 0.566 -1.375 -0.51
H 4.299 -0.137 -0.227 0.39
H -2.309 1.124 -2.064 0.38
C -2.412 -0.151 -0.405 -0.29
C 1.841 0.395 -0.295 0.41
C -0.271 -0.629 0.698 -0.19
C 2.718 -1.824 1.166 0.51
O 4.044 0.137 0.653 -0.55
O 2.338 -2.340 2.169 -0.43
H 0.082 -1.416 1.353 0.26
C 0.383 0.157 -0.290 0.88
H -0.009 1.432 -2.058 0.38
O 2.311 1.037 -1.136 -0.51
C -1.686 -0.728 0.636 -0.64
C -0.359 0.868 -1.228 -0.74
C 2.757 -0.258 0.947 -0.25
```

The net charge is 0.

Ranked by calculated energy, most stable first: <b>, <a>.

<a>
The following is a DFT calculation (the ωB97M-V functional and the def2-TZVPD basis) of a cluster of 4 separate species, C4H16O3 in total.

Geometry as XYZ:
```
23
Properties=species:S:1:pos:R:3:mulliken_charge:R:1
H 3.065 2.457 1.757 0.33
H -1.500 0.260 1.263 0.15
C 0.683 -1.142 -0.188 -1.87
H -1.661 -1.730 -1.738 0.31
C 0.184 0.233 0.129 1.34
O -3.446 -0.200 -1.322 -0.65
H 1.881 1.388 0.732 -0.55
H -0.317 1.253 2.028 0.43
H -1.649 -3.044 -2.485 0.30
H -3.137 0.045 -0.475 0.32
H -0.551 0.281 -0.839 0.12
H 1.510 -1.000 -0.988 0.30
H 2.090 0.782 -0.906 0.32
H -0.043 -1.829 -0.413 0.56
H 0.995 2.205 -0.549 0.36
C 1.315 1.196 -0.210 -0.52
H 1.345 -1.480 0.620 0.40
H -0.333 -0.432 2.214 0.38
O 3.148 1.898 2.601 -0.64
O -1.119 -2.283 -2.293 -0.62
H 2.953 1.072 2.428 0.27
C -0.459 0.363 1.494 -1.36
H -3.653 0.552 -1.893 0.31
```

The net charge is 0.

<b>
The following is a DFT calculation (the ωB97M-V functional and the def2-TZVPD basis) of a cluster of 4 separate species, C4H16O3 in total.

Geometry as XYZ:
```
23
Properties=species:S:1:pos:R:3:mulliken_charge:R:1
H -2.968 -3.300 1.451 0.32
H -0.937 -0.807 -0.576 0.32
C 0.654 0.415 -1.555 -0.43
H -0.309 0.130 -3.434 0.34
H -1.579 -4.002 1.453 0.32
O -2.523 -4.152 1.349 -0.64
H 1.595 1.139 -4.454 0.27
C 0.647 -0.165 -2.990 -0.35
O 2.284 -0.547 5.773 -0.64
H 3.191 -0.475 5.446 0.32
H -2.584 2.690 3.094 0.32
H -3.112 3.960 3.744 0.32
H 0.609 -1.248 -2.879 0.26
H 2.657 0.579 -3.109 0.31
H 1.440 -0.113 -1.015 0.30
H -0.844 0.915 -0.072 0.31
H -1.470 0.542 -1.582 0.33
H 2.350 -0.195 6.668 0.32
H 2.281 -0.461 -4.450 0.34
C 1.848 0.299 -3.795 -1.13
O -3.401 3.114 3.383 -0.64
H 0.871 1.479 -1.576 0.35
C -0.700 0.203 -0.873 -1.23
```

The net charge is 0.

Ranked by calculated energy, most stable first: <b>, <a>.